A 3-piece molecular cluster, C14H31BN3O6PS2 overall in a non-equilibrium geometry, computed with ωB97M-V/def2-TZVPD.

The geometry in XYZ format:
```
58
Properties=species:S:1:pos:R:3:forces:R:3:nbo_charge:R:1
C -2.522 -3.396 -0.725 0.1 0.2 0.0 -0.63
C -1.076 -3.833 -0.577 0.0 -0.2 0.1 -0.05
O -0.258 -2.976 -1.350 -0.1 0.2 0.2 -0.54
C 1.042 -2.738 -0.864 0.1 -0.1 0.0 -0.09
C 1.416 -1.301 -1.166 0.0 0.0 -0.1 -0.08
O 0.838 -0.375 -0.259 -0.1 0.0 -0.1 -0.55
C 1.343 -0.402 1.055 0.1 0.0 0.1 -0.08
C 1.647 1.042 1.473 0.1 0.0 0.3 -0.43
C 2.568 1.571 0.466 -0.2 -0.1 0.2 0.31
N 3.336 1.915 -0.312 0.2 0.1 -0.2 -0.33
C 0.338 1.922 1.622 0.1 -0.1 -0.2 -0.65
C 0.417 3.151 0.837 0.0 -0.5 0.3 0.29
N 0.471 4.096 0.194 0.0 0.4 -0.3 -0.31
B -1.035 1.128 1.247 -0.1 -0.2 -0.2 1.06
N -1.616 0.234 2.193 -0.1 1.0 0.2 -1.10
O -1.638 1.302 0.038 0.0 -0.2 0.0 -0.87
P 2.579 1.219 3.132 0.0 0.1 -0.1 1.17
C 1.414 0.342 4.261 -0.1 0.2 0.0 -1.01
O 3.799 0.130 3.003 -0.1 0.0 -0.1 -0.97
H -2.698 -3.090 -1.758 -0.1 -0.1 0.0 0.22
H -2.725 -2.536 -0.083 0.0 -0.1 0.0 0.20
H -3.203 -4.208 -0.463 0.0 0.0 0.0 0.21
H -0.773 -3.785 0.477 0.0 0.0 0.0 0.16
H -0.950 -4.874 -0.904 0.0 0.1 0.0 0.16
H 1.086 -2.930 0.217 0.0 0.0 0.0 0.16
H 1.775 -3.407 -1.337 -0.1 0.0 0.0 0.18
H 1.009 -1.043 -2.144 0.1 0.0 0.0 0.22
H 2.505 -1.172 -1.213 0.0 0.0 0.2 0.18
H 2.255 -1.008 1.121 0.0 0.1 -0.1 0.18
H 0.593 -0.832 1.719 0.0 0.0 0.1 0.21
H 0.255 2.249 2.666 0.0 -0.1 0.0 0.26
H -1.399 0.468 3.153 0.0 -0.3 0.0 0.37
H -2.629 0.154 2.097 0.0 -0.2 -0.1 0.43
H -1.046 1.616 -0.654 -0.1 0.2 0.0 0.50
H 0.845 -0.478 3.827 0.0 -0.1 0.0 0.23
H 0.716 1.076 4.674 0.0 -0.1 0.0 0.24
H 2.011 -0.031 5.097 0.0 0.0 0.0 0.25
H 3.531 -0.793 2.937 0.0 -0.1 0.0 0.48
C 4.865 2.889 -3.075 0.1 0.1 0.0 -0.83
S 4.090 2.140 -4.507 0.0 0.0 0.0 1.25
O 5.057 1.153 -5.059 0.0 0.0 0.0 -0.99
C 4.181 3.592 -5.563 0.0 0.1 0.0 -0.83
H 4.938 2.126 -2.306 0.0 0.0 0.0 0.26
H 5.856 3.249 -3.352 0.0 0.0 0.0 0.22
H 4.239 3.701 -2.706 0.0 0.0 0.0 0.23
H 5.223 3.898 -5.661 0.0 0.0 0.0 0.23
H 3.581 4.392 -5.129 0.0 0.0 0.0 0.23
H 3.781 3.316 -6.536 0.0 0.0 0.0 0.24
C -6.894 -0.941 2.045 -0.1 0.1 0.0 -0.83
S -5.157 -0.973 1.598 0.0 -0.2 0.0 1.25
O -4.615 0.393 1.854 0.0 0.0 0.1 -1.00
C -5.395 -1.114 -0.173 0.0 0.1 -0.1 -0.83
H -6.952 -0.788 3.121 0.0 0.0 0.0 0.24
H -7.386 -0.120 1.525 0.0 0.0 0.0 0.23
H -7.347 -1.896 1.782 0.0 0.0 0.0 0.23
H -5.994 -0.274 -0.524 0.0 0.0 0.0 0.24
H -5.884 -2.062 -0.395 0.0 0.0 0.0 0.23
H -4.410 -1.086 -0.634 0.0 0.0 0.0 0.25
```
Forces are in eV/Å.

Calculated values
Gap between HOMO and LUMO   8.71 eV
E_HOMO   -8.45 eV
DFT total energy   -2330.33917 Eh

=====

One molecule with the formula C17H18N2O4S, computed with ωB97M-V/def2-TZVPD.

The geometry in XYZ format:
```
42
Properties=species:S:1:pos:R:3:forces:R:3:nbo_charge:R:1
C -2.730 -2.664 -1.171 -0.4 0.1 0.2 -0.63
C -4.174 -2.917 -0.766 0.1 -0.2 -0.5 -0.07
H -4.836 -2.788 -1.630 0.1 -0.1 0.2 0.20
H -4.299 -3.917 -0.346 0.0 0.1 -0.1 0.19
O -4.593 -2.025 0.271 0.0 -0.2 0.3 -0.51
C -5.016 -0.819 -0.107 -0.3 0.1 0.1 0.81
O -5.091 -0.440 -1.243 0.0 -0.1 -0.1 -0.60
C -5.477 -0.033 1.107 0.3 0.5 -0.1 -0.63
H -4.911 -0.328 1.988 -0.1 -0.1 -0.1 0.25
H -6.542 -0.203 1.268 0.0 0.0 0.0 0.26
S -5.295 1.745 0.813 -0.4 0.0 0.1 0.30
C -3.598 1.784 0.392 0.1 -0.1 0.1 0.08
N -2.928 0.647 0.501 -0.2 0.0 0.1 -0.48
C -1.640 0.644 0.210 0.5 0.3 -0.1 0.07
C -0.945 1.773 -0.206 -0.4 0.1 0.0 -0.20
C -1.676 2.959 -0.355 0.1 -0.2 0.1 -0.11
C -3.015 2.976 -0.044 0.0 -0.2 0.0 -0.25
H -3.616 3.866 -0.136 0.0 0.1 0.0 0.23
H -1.167 3.841 -0.713 0.0 0.1 0.0 0.24
C 0.503 1.781 -0.564 -0.1 -0.2 0.2 0.67
O 0.942 2.529 -1.414 0.1 0.1 -0.1 -0.60
N 1.250 0.899 0.160 -0.3 -0.2 0.2 -0.61
C 2.625 0.646 0.085 0.4 -0.1 0.0 0.19
C 3.177 -0.233 1.010 -0.2 0.2 -0.2 -0.23
C 4.528 -0.534 0.994 0.3 -0.1 0.0 -0.30
C 5.355 0.047 0.039 -0.1 0.1 -0.1 0.29
C 4.799 0.928 -0.890 0.2 -0.2 0.2 -0.24
C 3.455 1.226 -0.873 -0.1 0.1 -0.1 -0.23
H 3.039 1.911 -1.593 0.0 0.0 0.0 0.26
H 5.450 1.371 -1.626 0.1 0.1 -0.1 0.23
O 6.695 -0.173 -0.074 -0.1 0.2 -0.2 -0.49
C 7.313 -1.043 0.842 0.1 -0.1 0.1 -0.25
H 6.905 -2.057 0.775 0.0 0.0 0.0 0.17
H 7.217 -0.679 1.871 0.0 0.0 0.0 0.17
H 8.366 -1.062 0.566 -0.1 0.0 0.1 0.20
H 4.917 -1.219 1.730 0.1 -0.1 0.0 0.22
H 2.545 -0.691 1.759 -0.1 0.0 0.1 0.20
H 0.773 0.388 0.890 0.0 0.2 -0.2 0.40
H -1.164 -0.326 0.295 0.2 0.0 0.0 0.19
H -2.437 -3.377 -1.937 0.1 -0.1 -0.1 0.22
H -2.630 -1.657 -1.568 0.0 0.1 -0.1 0.22
H -2.076 -2.776 -0.310 0.1 0.0 0.1 0.20
```
Forces are in eV/Å.

Calculated values
Gap between HOMO and LUMO   8.43 eV
E_HOMO   -8.02 eV
DFT total energy   -1467.29440 Eh

=====

A 2-piece molecular cluster, C3H7NO overall in a non-equilibrium geometry, computed with ωB97M-V/def2-TZVPD.

The geometry in XYZ format:
```
12
Properties=species:S:1:pos:R:3:forces:R:3:nbo_charge:R:1
C 0.146 -0.255 0.342 0.4 0.3 1.5 -0.03
C 0.613 -1.089 1.266 -0.5 -1.8 -0.3 -0.43
C -0.701 -1.533 -1.385 -0.1 -0.5 -0.4 -0.02
N -0.077 -0.506 -1.009 -0.5 0.0 -0.3 -0.41
H -0.050 0.770 0.628 0.1 0.1 -0.1 0.17
H 0.681 -2.149 1.018 0.4 0.1 -0.5 0.18
H 0.814 -1.013 2.328 -0.1 1.2 -0.2 0.22
H -0.937 -1.651 -2.439 0.3 0.1 -0.1 0.17
H -1.038 -2.375 -0.767 0.0 0.4 0.4 0.15
H 0.017 2.487 0.064 -0.8 -0.5 -0.4 0.47
H 0.020 4.032 -0.210 0.1 -0.8 0.2 0.47
O 0.512 3.281 0.164 0.7 1.5 0.2 -0.94
```
Forces are in eV/Å.

Calculated values
Gap between HOMO and LUMO   10.22 eV
E_HOMO   -9.48 eV
DFT total energy   -248.43011 Eh

=====

A 5-piece molecular cluster, C11H25B2Cl8NO2 overall in a non-equilibrium geometry, computed with ωB97M-V/def2-TZVPD.

The geometry in XYZ format:
```
49
Properties=species:S:1:pos:R:3:forces:R:3:nbo_charge:R:1
C -4.146 1.778 -2.461 0.0 0.3 -0.8 -0.71
C -3.020 2.161 -3.463 0.3 -0.6 -1.1 0.39
C -3.366 1.968 -4.984 0.6 -0.7 0.9 -0.69
N -1.840 2.575 -3.162 -2.4 2.4 0.6 -0.68
B -1.796 3.592 -2.095 0.9 -1.9 -0.1 0.36
B -1.399 3.063 -0.527 0.3 0.2 0.7 0.87
O -1.851 3.816 0.589 0.5 -1.8 -0.9 -0.89
O -0.621 1.873 -0.421 -1.0 1.3 0.9 -0.93
H -3.809 1.636 -1.415 0.0 0.3 -0.7 0.21
H -4.986 2.516 -2.506 0.6 -0.5 0.1 0.23
H -4.546 0.795 -2.806 0.2 0.8 0.3 0.24
H -3.461 2.970 -5.464 -0.1 -0.7 0.5 0.23
H -4.283 1.351 -5.120 0.7 0.5 -0.1 0.21
H -2.474 1.474 -5.442 -0.8 0.3 0.2 0.24
H -1.985 4.756 -2.302 -0.2 -0.1 -0.5 -0.08
H -2.668 4.229 0.290 0.2 0.6 0.1 0.49
H -1.253 1.161 -0.587 0.4 -0.3 -0.2 0.50
Cl -0.320 -1.026 2.413 0.0 -0.1 0.0 -0.08
C 0.092 0.664 2.807 0.1 0.4 0.0 -0.39
C 1.467 0.787 3.419 0.0 0.0 -0.1 -0.40
Cl 1.546 0.072 5.052 0.0 -0.1 0.1 -0.08
H -0.680 1.053 3.471 0.0 -0.1 0.0 0.22
H 0.052 1.225 1.872 0.1 -0.1 0.0 0.25
H 1.732 1.840 3.522 -0.1 0.0 0.0 0.22
H 2.222 0.302 2.799 -0.3 0.2 0.5 0.24
Cl 3.449 -0.154 0.984 0.2 -0.2 -0.5 -0.05
C 4.661 1.039 0.455 0.2 0.1 -0.1 -0.38
C 5.866 1.061 1.368 0.1 0.0 -0.2 -0.39
Cl 5.474 1.715 2.977 0.0 0.0 0.0 -0.06
H 4.177 2.013 0.405 0.0 -0.1 0.1 0.22
H 4.965 0.758 -0.553 0.0 0.0 0.1 0.23
H 6.638 1.704 0.943 -0.1 0.0 0.0 0.22
H 6.285 0.065 1.500 -0.1 0.0 0.1 0.23
Cl 5.420 -2.142 3.410 0.0 0.0 0.0 -0.06
C 4.575 -3.574 2.774 -0.1 -0.1 0.0 -0.39
C 5.529 -4.699 2.446 -0.1 -0.1 0.1 -0.39
Cl 6.565 -4.317 1.048 0.0 0.0 0.0 -0.06
H 4.002 -3.266 1.900 0.1 0.0 0.0 0.23
H 3.875 -3.895 3.545 0.1 0.0 0.0 0.23
H 4.965 -5.596 2.187 0.0 0.1 0.0 0.22
H 6.175 -4.935 3.290 0.0 0.1 -0.1 0.22
Cl -4.900 -0.879 -0.701 -0.1 -0.1 0.1 -0.06
C -5.725 -2.325 -1.337 -0.1 -0.2 0.0 -0.39
C -4.756 -3.446 -1.634 -0.1 -0.1 0.1 -0.39
Cl -3.698 -3.068 -3.016 0.0 0.0 0.0 -0.06
H -6.282 -2.032 -2.226 0.1 0.0 0.0 0.22
H -6.438 -2.643 -0.577 0.1 0.0 0.0 0.23
H -5.307 -4.350 -1.894 0.0 0.1 0.0 0.22
H -4.125 -3.667 -0.775 0.0 0.1 -0.1 0.23
```
Forces are in eV/Å.

Calculated values
Gap between HOMO and LUMO   8.49 eV
E_HOMO   -8.51 eV
DFT total energy   -4370.64673 Eh

=====

An isolated ion of composition C2H7N4 and charge +1 in a non-equilibrium geometry, computed with ωB97M-V/def2-TZVPD.

The geometry in XYZ format:
```
13
Properties=species:S:1:pos:R:3:forces:R:3:nbo_charge:R:1
C -0.697 0.346 -0.009 -2.2 0.7 0.1 0.42
C 0.046 -0.933 -0.173 1.8 0.3 -2.5 -0.27
N 0.082 1.329 0.183 -2.0 0.8 2.1 -0.05
N 1.441 -0.853 -0.009 -3.0 -1.3 5.8 -0.75
N -2.053 0.268 -0.057 -0.3 2.4 0.0 -0.77
N 1.212 1.592 -0.067 1.0 -0.6 -4.4 -0.16
H -0.444 -1.593 0.430 -0.8 -2.3 1.8 0.23
H -0.279 -1.170 -1.227 0.8 -0.1 0.7 0.27
H 1.892 -0.988 0.919 -1.0 -0.2 -1.1 0.41
H -2.505 -0.598 0.310 0.5 1.3 -0.6 0.44
H -2.610 1.205 -0.145 1.2 -2.8 0.4 0.45
H 2.054 -0.662 -0.654 3.5 1.0 -4.8 0.39
H 1.861 2.056 0.500 0.5 0.8 2.5 0.39
```
Forces are in eV/Å.

Calculated values
Gap between HOMO and LUMO   8.23 eV
E_HOMO   -13.83 eV
DFT total energy   -299.05695 Eh
Charge   +1

=====

A 2-piece molecular cluster, CH6N4O3 overall in a non-equilibrium geometry, computed with ωB97M-V/def2-TZVPD.

The geometry in XYZ format:
```
14
Properties=species:S:1:pos:R:3:forces:R:3:nbo_charge:R:1
C -0.842 -0.502 0.331 -0.6 -1.2 -0.8 0.48
N -0.885 0.868 0.569 -0.2 -2.2 -0.8 -0.37
N -1.621 -1.276 -0.415 -0.6 1.4 0.8 -0.38
N 1.556 0.747 -0.932 0.3 1.3 -1.0 -0.64
N 0.255 -1.123 0.902 1.2 -0.8 0.1 -0.92
O -2.106 1.501 0.455 -0.5 0.5 0.3 -0.79
O -2.868 -0.582 -0.858 1.5 1.1 1.3 -0.73
O 2.298 0.155 0.091 1.1 -0.6 0.9 -0.86
H -0.177 1.162 1.219 -0.3 0.3 0.7 0.35
H 1.503 0.052 -1.679 -0.8 0.2 0.2 0.28
H 0.645 1.014 -0.520 0.5 -0.6 -1.3 0.33
H 1.194 -0.681 0.525 0.3 0.6 0.8 0.43
H 0.392 -2.104 0.630 -1.0 0.5 -0.1 0.34
H -2.696 0.337 -0.311 -0.8 -0.8 -1.1 0.48
```
Forces are in eV/Å.

Calculated values
Gap between HOMO and LUMO   5.99 eV
E_HOMO   1.49 eV
DFT total energy   -486.18544 Eh
Charge   -2

=====

One molecule with the formula C5H9NO in a non-equilibrium geometry, computed with ωB97M-V/def2-TZVPD.

The geometry in XYZ format:
```
16
Properties=species:S:1:pos:R:3:forces:R:3:nbo_charge:R:1
C 0.948 0.258 1.509 0.1 -0.1 0.0 -0.67
C 0.614 1.151 0.341 1.4 -0.9 -0.9 -0.13
N 1.245 0.620 -1.198 -0.3 -1.1 -0.9 -0.59
C -0.142 0.585 -0.801 -0.3 0.1 -0.5 -0.11
C -0.615 -0.857 -0.786 -0.1 0.1 0.1 -0.52
C -1.818 -1.119 0.070 -0.2 0.2 0.3 0.44
O -2.308 -0.306 0.819 0.2 -0.4 -0.3 -0.52
H 1.249 -0.746 1.196 0.0 0.1 0.1 0.21
H 1.751 0.691 2.110 -0.1 -0.1 -0.1 0.22
H 0.064 0.159 2.154 0.1 0.1 -0.2 0.24
H 1.484 1.700 -0.103 -0.9 2.0 1.6 0.28
H 1.332 1.467 -1.788 0.3 -0.3 0.6 0.34
H -0.835 1.240 -1.319 -0.1 0.0 0.0 0.20
H 0.193 -1.536 -0.478 -0.2 0.2 0.0 0.25
H -0.844 -1.159 -1.819 0.0 0.0 0.2 0.24
H -2.248 -2.139 -0.019 0.0 0.1 0.1 0.11
```
Forces are in eV/Å.

Calculated values
Gap between HOMO and LUMO   9.80 eV
E_HOMO   -8.78 eV
DFT total energy   -325.77221 Eh

=====

A 2-piece molecular cluster, C2H6IN3 overall in a non-equilibrium geometry, computed with ωB97M-V/def2-TZVPD.

The geometry in XYZ format:
```
12
Properties=species:S:1:pos:R:3:forces:R:3:nbo_charge:R:1
C -1.548 -0.467 -0.172 2.3 2.5 -0.3 0.06
C 0.047 1.055 -0.506 -1.8 -1.6 0.0 -0.08
N -1.144 -1.425 0.474 0.3 -0.9 0.5 -0.74
N 1.779 0.279 0.873 0.0 0.0 0.5 -0.66
N 1.254 0.462 -0.417 0.0 -0.3 -0.4 -0.43
I -3.516 -0.018 -0.919 -0.4 -0.1 -0.1 -0.03
H -0.281 1.324 -1.496 0.0 0.0 -0.1 0.21
H -0.216 1.716 0.301 0.0 0.1 0.1 0.22
H -1.736 -2.210 0.740 -0.3 0.1 -0.2 0.36
H 2.722 -0.085 0.803 -0.2 0.1 0.0 0.36
H 1.202 -0.360 1.420 0.1 -0.1 -0.3 0.37
H 1.438 -0.272 -1.101 -0.1 0.2 0.3 0.37
```
Forces are in eV/Å.

Calculated values
Gap between HOMO and LUMO   8.01 eV
E_HOMO   -7.45 eV
DFT total energy   -541.64606 Eh